No. 1
C31H54ClNO3P2SSi2W | ωB97M-V/def2-TZVPD

Atoms and positions in Å:
W 0.738 -0.128 0.366
C 0.271 1.971 0.589
C 0.237 1.435 1.910
C 1.570 0.941 2.175
Si -1.360 1.713 2.893
C 2.390 1.219 1.053
C 1.592 1.893 0.046
Si 1.922 2.800 -1.578
H -0.592 2.385 0.077
H 1.876 0.477 3.105
H 3.450 1.019 0.957
Cl 2.643 -1.783 1.421
C 0.989 4.406 -1.794
C 3.736 3.128 -1.822
C -2.252 3.334 2.586
C -1.037 1.545 4.714
H 4.039 3.863 -1.061
H 3.884 3.579 -2.815
H 4.374 2.241 -1.731
H -0.020 4.238 -2.192
H 1.543 5.034 -2.507
H 0.913 4.945 -0.841
H -0.402 2.395 5.003
H -0.536 0.616 5.003
H -1.988 1.627 5.260
H -1.532 4.158 2.499
H -2.900 3.527 3.454
H -2.879 3.310 1.684
C 1.148 1.583 -2.795
C -2.448 0.379 2.102
P 1.423 -0.084 -2.151
H 1.548 1.721 -3.812
H 0.051 1.752 -2.814
P -1.382 -1.033 1.694
H -2.872 0.750 1.149
H -3.291 0.115 2.761
C -2.641 -2.230 1.039
C -0.834 -1.774 3.346
C 3.259 -0.410 -2.371
C 0.608 -1.144 -3.431
C -0.857 -1.387 -3.078
H 1.146 -2.103 -3.393
C 0.711 -0.586 -4.853
H 0.158 0.356 -4.949
H 0.257 -1.307 -5.546
H 1.738 -0.416 -5.188
H -0.959 -2.266 -2.434
H -1.443 -1.595 -3.983
H -1.325 -0.519 -2.584
H 3.712 0.181 -1.556
C 3.834 0.072 -3.710
C 3.614 -1.886 -2.156
H 3.517 1.079 -4.004
H 3.589 -0.631 -4.517
H 4.932 0.092 -3.632
H 3.403 -2.236 -1.140
H 4.691 -2.014 -2.332
H 3.091 -2.536 -2.871
H -0.042 -1.077 3.672
C -0.217 -3.168 3.171
C -1.911 -1.832 4.438
H -2.543 -0.939 4.503
H -1.411 -1.943 5.414
H -2.549 -2.718 4.314
H 0.693 -3.157 2.564
H -0.933 -3.875 2.727
H 0.055 -3.559 4.162
C -2.948 -1.924 -0.418
C -3.962 -2.257 1.809
H -2.163 -3.219 1.111
H -4.536 -1.336 1.642
H -3.853 -2.403 2.885
H -4.574 -3.087 1.430
H -3.224 -0.870 -0.579
H -3.792 -2.534 -0.770
H -2.102 -2.137 -1.069
C 1.221 -2.277 0.263
H 1.473 -3.325 0.030
H 0.194 -2.328 0.703
H 1.254 -1.766 -0.758
O -6.079 1.022 -0.451
S -5.347 1.401 -1.638
O -5.942 1.122 -2.917
N -3.801 0.875 -1.544
C -2.870 1.840 -1.516
O -1.635 1.603 -1.607
C -3.483 3.190 -1.382
C -2.889 4.436 -1.122
C -3.705 5.567 -1.046
C -5.094 5.461 -1.236
C -5.683 4.210 -1.457
C -4.852 3.102 -1.518
H -1.813 4.506 -0.986
H -3.273 6.546 -0.832
H -5.715 6.354 -1.209
H -6.756 4.081 -1.588

Output
HOMO (alpha / beta) (eV): -6.505 / -6.482
LUMO (alpha / beta) (eV): -0.049 / -0.410
Spin multiplicity: 3
Orbital gap (alpha / beta) (hartree): 0.2373 / 0.2232
Energy above the lowest of the compared OMol25 structures with the same formula, charge and spin (kcal per mole): 0.0
Total charge: 0

Charges in e, computed with Mulliken, in the same order as the atoms: atom 1 (W): 2.43, atom 2 (C): 0.46, atom 3 (C): -0.26, atom 4 (C): -1.04, atom 5 (Si): 0.24, atom 6 (C): -1.00, atom 7 (C): -0.16, atom 8 (Si): 0.50, atom 9 (H): 0.29, atom 10 (H): 0.49, atom 11 (H): 0.50, atom 12 (Cl): -0.18, atom 13 (C): -1.26, atom 14 (C): -1.22, atom 15 (C): -1.04, atom 16 (C): -1.15, atom 17 (H): 0.38, atom 18 (H): 0.37, atom 19 (H): 0.30, atom 20 (H): 0.23, atom 21 (H): 0.45, atom 22 (H): 0.40, atom 23 (H): 0.40, atom 24 (H): 0.30, atom 25 (H): 0.37, atom 26 (H): 0.35, atom 27 (H): 0.40, atom 28 (H): 0.17, atom 29 (C): -0.95, atom 30 (C): -0.45, atom 31 (P): -0.85, atom 32 (H): 1.17, atom 33 (H): 0.19, atom 34 (P): -0.91, atom 35 (H): -0.29, atom 36 (H): 1.05, atom 37 (C): 0.92, atom 38 (C): 1.62, atom 39 (C): 1.56, atom 40 (C): 0.79, atom 41 (C): -0.92, atom 42 (H): 0.56, atom 43 (C): -1.66, atom 44 (H): 0.30, atom 45 (H): 0.51, atom 46 (H): 0.21, atom 47 (H): 0.15, atom 48 (H): 0.53, atom 49 (H): -0.17, atom 50 (H): 0.01, atom 51 (C): -1.90, atom 52 (C): -1.49, atom 53 (H): 0.29, atom 54 (H): 0.41, atom 55 (H): 0.47, atom 56 (H): 0.24, atom 57 (H): 0.46, atom 58 (H): 0.28, atom 59 (H): -0.14, atom 60 (C): -1.59, atom 61 (C): -2.01, atom 62 (H): 0.34, atom 63 (H): 0.45, atom 64 (H): 0.47, atom 65 (H): 0.24, atom 66 (H): 0.27, atom 67 (H): 0.47, atom 68 (C): -0.79, atom 69 (C): -1.55, atom 70 (H): 0.72, atom 71 (H): 0.27, atom 72 (H): 0.17, atom 73 (H): 0.50, atom 74 (H): 0.03, atom 75 (H): 0.69, atom 76 (H): -0.43, atom 77 (C): 1.06, atom 78 (H): 0.64, atom 79 (H): -0.77, atom 80 (H): -1.53, atom 81 (O): -0.70, atom 82 (S): 1.19, atom 83 (O): -0.70, atom 84 (N): -0.45, atom 85 (C): -0.45, atom 86 (O): -0.12, atom 87 (C): 0.35, atom 88 (C): 0.22, atom 89 (C): -1.02, atom 90 (C): -0.47, atom 91 (C): -0.71, atom 92 (C): -0.18, atom 93 (H): 0.52, atom 94 (H): 0.38, atom 95 (H): 0.38, atom 96 (H): 0.42

=====

No. 2
C31H54ClNO4P2PtSi2 | ωB97M-V/def2-TZVPD

Atoms and positions in Å:
Pt -1.767 0.029 -0.588
C 1.473 -0.159 -2.479
C 0.669 -1.309 -2.415
C -0.710 -0.889 -2.602
Si 1.349 -2.924 -1.788
C -0.700 0.550 -2.727
C 0.677 0.987 -2.613
Si 1.369 2.673 -2.272
H 2.559 -0.152 -2.353
H -1.499 -1.535 -2.968
H -1.487 1.127 -3.194
Cl -3.589 0.154 1.353
C 3.212 2.534 -2.051
C 1.011 3.867 -3.666
C 3.196 -2.784 -1.600
C 0.986 -4.337 -2.958
H 1.609 3.580 -4.540
H 1.296 4.894 -3.412
H -0.035 3.886 -3.983
H 3.443 1.761 -1.304
H 3.665 3.474 -1.706
H 3.697 2.254 -2.995
H 1.542 -4.158 -3.887
H -0.069 -4.454 -3.223
H 1.338 -5.295 -2.553
H 3.673 -2.667 -2.582
H 3.618 -3.672 -1.112
H 3.448 -1.909 -0.986
C 0.525 3.034 -0.637
C 0.518 -2.999 -0.111
P -1.204 2.490 -0.337
H 0.608 4.116 -0.451
H 1.126 2.542 0.153
P -1.210 -2.381 0.060
H 1.124 -2.407 0.596
H 0.577 -4.039 0.235
C -1.516 -2.920 1.831
C -2.043 -3.634 -1.078
C -2.024 3.530 -1.687
C -1.509 3.326 1.316
C -1.048 2.329 2.421
H -2.618 3.421 1.345
C -0.838 4.681 1.593
H 0.246 4.574 1.748
H -1.267 5.084 2.521
H -0.979 5.441 0.824
H -1.581 1.338 2.362
H -1.272 2.782 3.404
H 0.065 2.148 2.392
H -1.521 3.192 -2.611
C -1.839 5.049 -1.540
C -3.512 3.219 -1.747
H -0.798 5.391 -1.593
H -2.293 5.392 -0.600
H -2.384 5.514 -2.374
H -3.699 2.250 -2.217
H -4.025 3.977 -2.355
H -3.918 3.243 -0.724
H -1.543 -3.473 -2.049
C -3.531 -3.335 -1.200
C -1.865 -5.101 -0.662
H -0.827 -5.454 -0.642
H -2.406 -5.712 -1.400
H -2.324 -5.273 0.320
H -3.719 -2.459 -1.826
H -3.950 -3.180 -0.193
H -4.040 -4.184 -1.677
C -1.078 -1.730 2.727
C -0.847 -4.197 2.379
H -2.624 -3.028 1.852
H 0.229 -4.046 2.537
H -0.968 -5.093 1.771
H -1.301 -4.411 3.355
H 0.008 -1.493 2.610
H -1.247 -1.995 3.782
H -1.674 -0.812 2.507
C -3.822 -0.037 -1.516
H -3.907 -0.196 -2.654
H -4.309 -0.840 -0.937
H -4.424 0.838 -1.157
O 0.785 0.150 0.972
C 2.062 0.082 0.942
O 2.776 0.062 -0.108
C 2.736 0.042 2.307
C 4.127 -0.133 2.380
C 4.770 -0.154 3.610
C 4.045 -0.021 4.806
C 2.639 0.175 4.777
C 2.003 0.199 3.531
N 4.795 -0.127 6.011
O 6.025 -0.313 5.887
O 4.202 -0.033 7.115
H 4.668 -0.250 1.453
H 5.844 -0.292 3.635
H 2.107 0.280 5.733
H 0.918 0.336 3.482

Output
HOMO (alpha / beta) (eV): -7.099 / -8.518
LUMO (alpha / beta) (eV): -0.581 / -3.105
Spin multiplicity: 5
Orbital gap (alpha / beta) (hartree): 0.2395 / 0.1989
Energy above the lowest of the compared OMol25 structures with the same formula, charge and spin (kcal per mole): 0.0
Total charge: 0

Charges in e, computed with Mulliken, in the same order as the atoms: atom 1 (Pt): 2.17, atom 2 (C): -0.22, atom 3 (C): 0.59, atom 4 (C): -1.40, atom 5 (Si): -0.18, atom 6 (C): -1.37, atom 7 (C): 0.54, atom 8 (Si): -0.19, atom 9 (H): 0.78, atom 10 (H): 0.65, atom 11 (H): 0.68, atom 12 (Cl): -0.35, atom 13 (C): -0.86, atom 14 (C): -1.21, atom 15 (C): -0.88, atom 16 (C): -1.20, atom 17 (H): 0.37, atom 18 (H): 0.38, atom 19 (H): 0.37, atom 20 (H): 0.06, atom 21 (H): 0.39, atom 22 (H): 0.31, atom 23 (H): 0.37, atom 24 (H): 0.36, atom 25 (H): 0.36, atom 26 (H): 0.31, atom 27 (H): 0.39, atom 28 (H): 0.08, atom 29 (C): -0.75, atom 30 (C): -0.92, atom 31 (P): -0.13, atom 32 (H): 0.95, atom 33 (H): -0.17, atom 34 (P): -0.07, atom 35 (H): -0.07, atom 36 (H): 0.98, atom 37 (C): 0.61, atom 38 (C): 1.39, atom 39 (C): 1.36, atom 40 (C): 0.70, atom 41 (C): -0.84, atom 42 (H): 0.51, atom 43 (C): -1.64, atom 44 (H): 0.28, atom 45 (H): 0.46, atom 46 (H): 0.36, atom 47 (H): -0.20, atom 48 (H): 0.64, atom 49 (H): 0.07, atom 50 (H): -0.43, atom 51 (C): -1.77, atom 52 (C): -1.27, atom 53 (H): 0.30, atom 54 (H): 0.33, atom 55 (H): 0.50, atom 56 (H): 0.12, atom 57 (H): 0.50, atom 58 (H): 0.24, atom 59 (H): -0.39, atom 60 (C): -1.26, atom 61 (C): -1.77, atom 62 (H): 0.29, atom 63 (H): 0.50, atom 64 (H): 0.34, atom 65 (H): 0.11, atom 66 (H): 0.23, atom 67 (H): 0.51, atom 68 (C): -0.82, atom 69 (C): -1.69, atom 70 (H): 0.53, atom 71 (H): 0.28, atom 72 (H): 0.35, atom 73 (H): 0.48, atom 74 (H): 0.02, atom 75 (H): 0.66, atom 76 (H): -0.24, atom 77 (C): -1.72, atom 78 (H): 0.25, atom 79 (H): 0.47, atom 80 (H): 0.40, atom 81 (O): 0.69, atom 82 (C): -0.76, atom 83 (O): -0.88, atom 84 (C): 0.90, atom 85 (C): -0.85, atom 86 (C): -0.57, atom 87 (C): -0.18, atom 88 (C): -1.19, atom 89 (C): 0.42, atom 90 (N): 0.95, atom 91 (O): -0.59, atom 92 (O): -0.60, atom 93 (H): 0.47, atom 94 (H): 0.47, atom 95 (H): 0.49, atom 96 (H): 0.35